[1]
Formula: C13H13F3O21Pb
Source: the Open Molecules 2025 dataset
Level of theory: ωB97M-V/def2-TZVPD

```
51
Properties=species:S:1:pos:R:3:forces:R:3:mulliken_charge:R:1
Pb -0.134159 -0.627230 1.549318 1.6 0.6 4.0 2.53
O -0.569349 -4.919980 3.172718 -0.6 -0.9 0.2 -0.56
C -0.539919 -3.667850 3.683668 3.4 4.2 3.3 0.56
O -0.129649 -3.321160 4.805618 -1.0 -3.3 0.5 -0.69
O -0.679519 -2.731990 2.865338 -1.8 0.6 -3.9 -0.65
H -0.844429 -4.633700 2.298658 -0.1 -0.5 -0.8 0.30
O 2.026941 3.733490 2.162808 1.3 1.6 -1.3 -0.60
C 1.595271 2.567200 2.626268 -4.4 -1.8 7.9 0.40
O 1.206471 2.454400 3.808708 1.8 1.5 -0.6 -0.68
O 1.322031 1.702950 1.799428 0.2 -2.1 -4.6 -0.49
H 1.971451 3.288140 1.314168 0.8 1.2 -2.1 0.26
O -2.635859 -0.062050 2.302038 -1.8 -1.5 -1.7 -0.31
C -2.333869 0.550930 3.427998 0.2 3.6 4.4 0.64
O -1.159459 0.662600 3.713138 3.2 -1.4 -1.5 -0.51
O -3.196189 1.130420 4.150398 -1.9 -1.1 -1.4 -0.84
H -3.593929 -0.001870 2.310918 -0.4 -0.2 -0.5 0.18
O 3.085401 -2.317800 4.052198 1.2 -0.5 0.5 -0.55
C 2.330051 -1.350390 3.486848 -3.9 3.5 5.7 0.70
O 1.685031 -0.527310 4.224928 2.4 -2.1 -1.5 -0.63
O 2.195541 -1.456300 2.287648 -0.3 -0.5 -5.4 -0.78
H 3.274061 -2.802460 3.245278 0.4 -0.6 0.1 0.27
C -1.315959 -2.855060 -3.542982 -1.7 -3.5 -1.4 -0.45
C -1.167439 -4.209550 -2.737752 1.0 0.6 -0.4 0.33
O -1.200509 -3.821090 -1.401812 -1.0 -0.3 -0.9 -0.26
C -1.248329 -2.496560 -1.371142 -1.5 3.0 4.7 0.58
O -1.351219 -1.892180 -0.305142 0.1 -1.7 -3.9 -0.74
O -1.371989 -1.936730 -2.590962 0.8 2.5 2.9 -0.25
F 0.062631 -4.723700 -2.832722 1.6 -1.0 -1.2 -0.30
H -2.336799 -2.944560 -3.914422 -0.1 0.1 -0.9 0.31
H -0.619659 -2.618890 -4.347652 0.3 -0.4 0.2 0.25
H -1.877339 -4.993800 -3.000622 -0.2 0.2 0.3 0.25
C 1.182271 0.828280 -3.772302 -0.4 -0.1 -2.0 -0.52
C 2.586831 1.311790 -3.413332 -2.7 -0.7 -0.2 0.28
O 2.548781 0.982760 -2.042662 1.9 1.8 0.4 -0.28
C 1.607861 0.073810 -1.734682 -0.3 -1.4 0.6 0.38
O 1.475931 -0.466780 -0.679702 0.3 0.8 -2.0 -0.44
O 0.935111 -0.225900 -2.902532 -0.1 -0.5 1.1 -0.17
F 2.650021 2.645170 -3.774482 0.6 -0.6 1.1 -0.30
H 1.126971 0.492090 -4.807692 0.2 -0.4 0.0 0.32
H 0.354201 1.532720 -3.693782 0.5 0.7 0.4 0.22
H 3.347161 0.732930 -3.937662 0.4 0.4 0.2 0.29
C -0.175289 3.922070 -1.031922 -0.2 1.9 -1.3 -0.39
C -1.485669 4.552620 -0.570512 1.3 -0.2 1.4 0.28
O -2.166219 3.387090 -0.198822 -2.9 1.1 1.3 -0.34
C -1.425449 2.279010 -0.242292 -2.9 -5.8 2.4 0.48
O -1.725179 1.103580 0.166808 0.7 6.2 -2.4 -0.50
O -0.376359 2.562520 -0.892772 4.1 -1.1 -0.9 -0.01
F -2.127079 5.372360 -1.426722 -1.0 -0.6 -1.8 -0.32
H 0.571671 4.418440 -0.412422 0.7 -1.0 -0.1 0.21
H -0.011839 4.036890 -2.103462 0.3 0.7 0.1 0.29
H -1.343019 5.280650 0.228068 0.1 -0.9 0.9 0.26
```
Positions in Å, forces in eV/Å.

Properties
- Highest occupied orbital energy: -1.126 eV
- Calculated total energy: -70088.572 eV
- Charge: -2
- Strongest force on any atom: 9.3 eV Å⁻¹

=====

[2]
Formula: C13H13INNiO7
Source: the Open Molecules 2025 dataset
Level of theory: ωB97M-V/def2-TZVPD

```
36
Properties=species:S:1:pos:R:3:forces:R:3:mulliken_charge:R:1
Ni -0.008655 -1.302434 0.086800 0.5 -0.1 -1.8 0.59
O 0.857923 -0.424378 1.546681 1.6 0.3 1.1 -0.58
C 2.285000 -0.737520 1.756041 -1.0 0.5 1.1 -0.56
C 2.585435 -2.150145 1.220047 -1.3 0.1 0.1 -0.77
N 1.920752 -2.264398 -0.089282 0.3 0.0 -0.1 0.75
C 1.523309 -3.656171 -0.401622 1.2 0.6 -0.1 -0.50
C 0.375811 -3.983055 0.560532 -0.4 -1.6 0.6 0.54
O 0.417205 -5.029487 1.236098 0.0 1.2 -0.9 -0.73
O -0.567817 -3.106928 0.590758 0.2 -0.2 0.2 -0.62
C 2.692382 -1.645551 -1.205463 0.4 -0.5 2.0 -0.63
C 1.730641 -1.352435 -2.331825 0.0 -0.3 -0.3 0.32
O 2.112728 -1.427871 -3.486410 0.5 0.0 -0.8 -0.75
O 0.576559 -1.044449 -1.929915 -1.2 0.4 0.2 -0.61
H 0.454460 0.597464 1.561410 0.8 -0.5 0.0 0.54
H 2.446017 -0.701210 2.859705 0.1 -0.1 -0.7 0.38
H 2.936400 0.035924 1.321385 -0.3 -0.2 -0.2 0.35
H 2.179690 -2.927929 1.909093 0.0 0.6 -0.5 0.44
H 3.642036 -2.368594 1.144200 0.6 0.2 0.0 0.33
H 2.421651 -4.305447 -0.333999 -0.6 -0.1 0.3 0.28
H 1.244412 -3.661573 -1.460080 -0.5 -0.1 0.2 0.38
H 3.586413 -2.257978 -1.371297 -0.3 -0.2 -0.8 0.29
H 3.116197 -0.708508 -0.841742 -0.3 0.3 0.0 0.35
I -4.635908 6.194057 -1.872701 0.3 -0.9 0.9 0.00
C -3.825860 4.510347 -0.747965 0.4 0.4 -0.7 -0.09
C -3.894206 3.260702 -1.352894 -0.4 0.9 -0.2 -0.29
C -3.108222 2.230440 -0.900270 0.5 -0.1 1.2 -0.67
C -2.305571 2.431357 0.256755 0.1 -0.4 -1.4 0.19
C -2.368747 3.639346 0.918902 1.3 -0.2 1.3 -0.37
C -3.031413 4.692566 0.372949 -1.7 2.5 0.1 -0.18
C -1.221512 1.434293 0.559034 0.1 -2.3 0.2 0.77
O -0.274933 1.752657 1.365435 -1.3 -0.4 -1.0 -0.77
O -1.367898 0.286877 -0.023891 0.5 1.8 1.2 -0.73
H -4.537445 3.195768 -2.208390 -0.1 -0.5 -0.4 0.36
H -3.110896 1.278408 -1.416020 0.2 0.0 0.1 0.37
H -1.809340 3.812960 1.860702 -0.2 -0.4 -0.9 0.34
H -3.036597 5.702894 0.847237 0.2 -1.0 -0.3 0.29
```
Positions in Å, forces in eV/Å.

Properties
- Highest occupied orbital energy (spin up / spin down): -5.940 / -5.927 eV
- Calculated total energy: -78662.334 eV
- Charge: -1
- Spin multiplicity: 3
- Strongest force on any atom: 3.0 eV Å⁻¹

=====

[3]
Formula: C13H13KN6S3
Source: the Open Molecules 2025 dataset
Level of theory: ωB97M-V/def2-TZVPD

```
36
Properties=species:S:1:pos:R:3:forces:R:3:mulliken_charge:R:1
K -0.156976 0.680549 -0.096117 0.2 0.0 -0.1 0.69
C 0.081159 -3.703370 0.021246 0.0 0.0 0.0 -1.07
C 0.906279 -2.485692 -0.301915 0.0 -0.1 0.0 0.22
N 0.717819 -1.799538 -1.368233 0.0 0.0 0.1 -0.22
N -0.385579 -2.151303 -2.097791 -0.1 0.0 0.0 -0.49
C -0.286047 -2.025602 -3.402739 0.1 0.0 0.0 0.13
N -1.503849 -2.177506 -4.055812 0.0 -0.2 -0.1 -0.46
S 1.099368 -1.805266 -4.377118 0.0 0.0 0.0 -0.54
C 1.931211 -1.990380 0.658946 0.0 0.0 0.1 0.78
C 2.563925 -2.831942 1.574577 0.0 0.0 0.0 -0.67
C 3.425877 -2.283240 2.510355 0.0 0.0 0.0 -0.36
C 3.643825 -0.916918 2.513812 0.0 0.0 0.0 -0.63
C 3.004632 -0.156381 1.544626 -0.1 0.1 0.0 -0.34
N 2.175307 -0.675725 0.646831 -0.1 0.0 0.0 -0.18
H -0.935821 -3.399131 0.285481 0.0 0.0 0.0 0.13
H 0.490363 -4.276742 0.850267 0.0 0.0 0.0 0.34
H -0.006585 -4.336087 -0.861698 0.0 0.0 0.0 0.31
H -2.383270 -1.359796 -1.031625 0.0 0.0 0.1 -0.17
H -2.327079 -1.975846 -3.511868 0.0 0.0 0.0 0.21
H -1.492515 -1.896140 -5.019345 0.0 0.1 0.0 0.21
H 2.382216 -3.897565 1.560772 0.0 0.0 0.0 0.28
H 3.909371 -2.920252 3.242026 0.0 0.0 0.0 0.39
H 4.268725 -0.439022 3.255316 0.0 0.0 0.0 0.38
H 3.126510 0.921960 1.503030 0.0 0.0 0.0 0.60
S 1.330095 3.186630 0.870545 0.0 0.0 0.1 -0.50
C 1.063202 2.594844 2.471459 0.0 -0.1 0.0 0.35
S -0.200027 1.480087 2.859256 0.0 0.0 0.0 -0.55
C 1.933732 3.010890 3.503592 0.0 0.0 0.0 -0.03
C 1.812275 2.557021 4.845521 0.0 0.0 0.0 0.11
N 1.774232 2.239736 5.957910 0.0 0.0 0.0 -0.67
C 3.010657 3.913615 3.286989 0.0 0.0 0.0 0.21
N 3.909585 4.635956 3.189182 0.0 0.0 0.0 -0.66
C -3.311631 -1.241680 -0.465658 0.1 -0.1 -0.1 -0.63
H -4.133413 -1.582538 -1.094886 -0.1 0.0 0.1 0.31
H -3.471420 -0.206221 -0.168516 0.0 0.0 0.0 0.28
H -3.253418 -1.866603 0.424870 0.0 0.0 0.0 0.23
```
Positions in Å, forces in eV/Å.

Properties
- Highest occupied orbital energy: -1.543 eV
- Calculated total energy: -71465.622 eV
- Charge: -2
- Strongest force on any atom: 0.3 eV Å⁻¹